# 1
The following is a quantum chemistry calculation of a 9-piece molecular cluster, C51H128N8O17 overall at a distorted geometry, from the Open Molecules 2025 dataset.

Calculated values
E_HOMO (spin up / spin down): 0.80 / -6.48 eV
Multiplicity: 2
Electronic energy: -3736.3020 Eh
LUMO energy (spin up / spin down): 2.08 / 2.04 eV
Total charge: -1

Geometry (Å):
C -2.27530 3.19747 0.08798
O -2.96996 3.91129 1.13413
C -3.18777 5.24481 0.91284
C -4.71577 5.52009 1.11660
N -5.23647 6.88245 0.81734
C -4.50149 7.83992 1.68858
C -5.14205 9.23927 1.69928
O -5.45003 9.65766 0.31109
C -6.14028 10.98213 0.44195
H -2.65285 3.31567 -0.92769
H -2.59278 2.15788 0.16898
H -1.21679 3.44434 0.16992
H -2.83194 5.67192 -0.02475
H -2.66245 5.71216 1.74574
H -4.98786 5.12066 2.09360
H -5.35986 4.94815 0.44869
H -6.18740 6.91446 1.15618
H -3.44675 7.82598 1.41386
H -4.38107 7.52939 2.72644
H -4.40051 9.91026 2.13288
H -6.05780 9.14778 2.28334
H -5.33740 11.69954 0.61162
H -6.91569 11.05527 1.20450
H -6.56344 11.26441 -0.52207
C -1.50300 -2.71992 3.85284
O -0.53664 -3.01628 4.87276
C -1.07088 -3.63004 6.12103
C -0.13990 -3.53899 7.29027
N -0.81671 -3.64756 8.55891
C 0.24775 -3.57650 9.56366
C 0.92828 -2.27521 9.84823
O 2.11349 -2.51519 10.64808
C 2.83359 -1.37031 11.11721
H -1.08566 -2.43978 2.88565
H -2.20021 -1.90186 4.03389
H -2.15040 -3.58879 3.73434
H -1.32891 -4.66202 5.88326
H -1.96016 -3.05705 6.38361
H 0.46612 -2.63915 7.18484
H 0.73621 -4.16846 7.13443
H -1.46046 -2.88270 8.41511
H 1.07940 -4.23187 9.30493
H -0.11524 -3.88124 10.54522
H 0.23277 -1.70180 10.46107
H 1.19042 -1.79534 8.90531
H 3.27802 -0.75940 10.33148
H 3.71267 -1.59090 11.72272
H 2.26749 -0.66403 11.72450
C -2.67345 -10.97070 3.81502
O -2.29392 -9.79884 3.21869
C -2.97272 -8.65205 3.68587
C -2.22246 -7.41185 3.13698
N -1.16660 -7.23264 4.06217
C -0.18202 -6.17758 3.69564
C 0.67470 -6.52543 2.46865
O 0.41910 -5.58201 1.44708
C 1.19901 -4.32240 1.55439
H -3.63946 -11.20514 3.36784
H -2.70865 -11.03080 4.90278
H -1.99481 -11.75551 3.48090
H -2.94690 -8.69133 4.77485
H -4.01840 -8.67174 3.37885
H -2.91511 -6.57223 3.19510
H -1.97277 -7.52113 2.08160
H -0.76727 -8.06633 4.46912
H 0.36571 -5.89668 4.59519
H -0.62649 -5.19883 3.51515
H 0.56611 -7.55498 2.12757
H 1.72070 -6.60386 2.76502
H 0.90753 -3.57646 0.81499
H 2.26777 -4.53554 1.57481
H 0.93806 -3.67931 2.39488
C 6.51045 4.34253 0.06898
O 5.61137 3.27603 -0.20690
C 5.02484 3.30148 -1.51966
C 4.11607 2.15243 -1.60017
N 2.87469 2.18347 -0.91003
C 3.08538 2.30353 0.53610
C 3.81786 1.05292 1.11563
O 2.95296 0.00835 1.49328
C 3.37547 -1.37236 1.53140
H 7.27990 4.37247 -0.70249
H 6.82643 4.27128 1.10973
H 6.07644 5.31505 -0.16326
H 5.82501 3.37360 -2.25627
H 4.51009 4.26116 -1.56591
H 4.67452 1.22840 -1.45046
H 3.80575 2.08174 -2.64267
H 2.53361 1.25145 -1.09731
H 2.12646 2.37452 1.04945
H 3.53315 3.26287 0.79548
H 4.18878 1.22150 2.12661
H 4.57813 0.65114 0.44582
H 3.19801 -1.71706 2.55012
H 4.42578 -1.50645 1.27264
H 2.77238 -1.85143 0.76012
C 1.51018 -5.07986 -2.60615
O 0.33759 -5.44884 -3.41645
C -0.80347 -5.21354 -2.74688
C -2.12587 -5.71671 -3.56104
N -2.41229 -7.16713 -3.50653
C -3.19707 -7.67651 -4.58397
C -3.83983 -8.99570 -4.18405
O -3.87248 -9.96185 -5.18290
C -4.99448 -9.85823 -5.94787
H 2.39139 -5.41040 -3.15598
H 1.59214 -5.67212 -1.69477
H 1.41571 -4.02047 -2.36769
H -0.95906 -4.16736 -2.48342
H -0.86009 -5.70080 -1.77350
H -1.91091 -5.41297 -4.58556
H -2.98017 -5.16095 -3.17452
H -1.58547 -7.74333 -3.43985
H -2.49314 -8.03626 -5.33441
H -3.92359 -7.00540 -5.04208
H -4.76113 -8.72561 -3.66795
H -3.30349 -9.47677 -3.36611
H -5.87684 -9.99384 -5.32245
H -5.01684 -10.55244 -6.78791
H -4.97547 -8.84028 -6.33713
C 2.08225 -5.25307 -7.73300
O 1.88865 -3.83085 -7.66296
C 1.91198 -3.38389 -6.32044
C 1.40871 -1.89493 -6.30493
N 1.39821 -1.28851 -4.99676
C 1.33728 0.19813 -5.07337
C 0.00949 0.84912 -5.55742
O -1.04025 0.82004 -4.58136
C -2.41126 1.34374 -4.86271
H 1.83687 -5.44985 -8.77663
H 1.26328 -5.77243 -7.23534
H 3.02128 -5.65428 -7.35176
H 2.89165 -3.38682 -5.84259
H 1.27079 -4.02647 -5.71707
H 0.43962 -1.91711 -6.80342
H 2.03574 -1.33288 -6.99705
H 0.76956 -1.65154 -4.29454
H 2.23399 0.55197 -5.58213
H 1.41247 0.67841 -4.09778
H -0.26923 0.55760 -6.57006
H 0.11350 1.92682 -5.68341
H -3.14143 0.94938 -4.15599
H -2.76689 0.89118 -5.78836
H -2.40717 2.42475 -5.00233
C 2.04919 10.12929 7.02941
O 1.31768 9.33487 6.19384
C 2.05096 8.21248 5.63677
C 1.09856 7.63587 4.48099
N 1.23617 6.24285 4.14754
C 0.08826 5.72174 3.28852
C 0.19873 4.27553 3.09128
O -0.11026 3.53185 4.25023
C -0.46121 2.21349 3.87123
H 2.51307 9.57895 7.84797
H 1.43545 10.93796 7.42624
H 2.90312 10.69521 6.65705
H 2.12472 7.38042 6.33702
H 3.02681 8.52949 5.26890
H 1.40293 8.11432 3.55011
H 0.04981 7.93254 4.46647
H 1.14246 5.81873 5.05937
H 0.32784 6.37658 2.45074
H -0.81646 5.89199 3.87214
H 1.16421 3.93503 2.71709
H -0.52968 4.11169 2.29712
H -0.89483 1.69732 4.72776
H 0.36420 1.68137 3.39830
H -1.31380 2.02292 3.21940
C 0.73233 4.09340 -2.88054
O 1.63760 3.57506 -3.80741
C 2.42877 4.47211 -4.58022
C 3.47422 3.76699 -5.47136
N 2.97430 2.83928 -6.52939
C 2.19704 3.32038 -7.58739
C 2.05808 2.31489 -8.82073
O 0.95267 2.61379 -9.67400
C 0.95685 3.85939 -10.35572
H 0.93528 4.82371 -2.09725
H 0.40761 3.14037 -2.46293
H -0.23505 4.46072 -3.22311
H 2.85188 5.23178 -3.92297
H 1.85119 5.00589 -5.33493
H 4.07492 3.14933 -4.80372
H 4.15382 4.54322 -5.82308
H 3.73982 2.27807 -6.87453
H 2.61156 4.28058 -7.89445
H 1.17482 3.62337 -7.36074
H 2.02777 1.31879 -8.37920
H 3.03098 2.44891 -9.29362
H 1.90866 3.98399 -10.87209
H 0.87542 4.73876 -9.71684
H 0.13941 4.06095 -11.04801
C -1.27577 -1.68858 -0.20427
C -0.30821 -0.44488 -0.00991
C -0.60207 0.38210 -1.18305
O -0.93255 0.31134 1.03660
H -2.31440 -1.38459 -0.07420
H -1.00146 -2.39997 0.57470
H -1.18569 -2.08640 -1.21508
H 0.70997 -0.82777 0.05948
H -1.63649 0.57016 -1.47062
H -0.18624 -0.12821 -2.05183
H -0.10239 1.34622 -1.08872
H -0.32246 0.54944 1.73853

Forces on atoms 1 to 6 (eV/Å):
-1.145 -0.237 0.429
0.236 -2.061 -1.367
-1.464 1.716 0.944
-0.825 -0.196 -1.163
1.896 0.366 1.883
-0.027 0.312 -0.756



# 2
The following is a quantum chemistry calculation of C51H129N3O30 as an isolated structure at a distorted geometry, from the Open Molecules 2025 dataset.

Calculated values
Relative energy (zero: lowest compared OMol25 entry of this formula, charge and spin): 2764.92 kcal/mol
E_HOMO: -5.39 eV
Electronic energy: -4436.5446 Eh
LUMO energy: -1.58 eV

Geometry (Å):
C 1.83046 -4.05960 -1.59197
N 1.01889 -3.04346 -0.82270
O 0.54929 -3.40747 0.19871
O 0.83507 -1.96493 -1.41963
H 2.12309 -4.93986 -1.01959
H 2.80958 -3.65876 -1.85417
H 1.27634 -4.24409 -2.51232
C -3.50677 1.65626 0.16545
N -3.63816 2.51687 -1.06192
O -2.63115 3.03717 -1.64468
O -4.83336 2.75687 -1.31078
H -2.44713 1.48142 0.35174
H -4.13335 0.76549 0.12031
H -3.88725 2.25591 0.99234
C 4.45120 2.52120 -0.65191
N 3.98052 1.19181 -0.28619
O 4.52167 0.67474 0.68322
O 2.96896 0.73245 -0.83500
H 4.27698 3.18894 0.19182
H 3.87725 2.82041 -1.52894
H 5.48686 2.41930 -0.97614
C 1.07296 2.58114 -2.41131
O 0.19916 3.64331 -2.00619
C 0.77914 4.90845 -2.08223
C -0.45582 5.82295 -1.87448
O -0.29586 7.21916 -2.10079
C -0.21446 7.51854 -3.45791
H 1.96762 2.39890 -1.81592
H 1.45317 2.86640 -3.39221
H 0.54583 1.63679 -2.54706
H 1.21573 5.09248 -3.06386
H 1.53842 5.11879 -1.32899
H -0.91712 5.75893 -0.88898
H -1.20318 5.41363 -2.55418
H 0.42788 6.84659 -4.02711
H 0.23264 8.51028 -3.52617
H -1.18002 7.66356 -3.94243
C -3.83188 2.81527 -4.39458
O -3.74504 1.35812 -4.36545
C -2.40950 0.80997 -4.22864
C -2.48302 -0.74404 -3.82573
O -3.15777 -1.07419 -2.64754
C -2.52353 -0.52661 -1.42785
H -4.73749 3.20119 -3.92656
H -3.85089 3.20566 -5.41208
H -2.94025 3.32587 -4.03076
H -1.77915 1.19183 -3.42555
H -1.73771 0.93469 -5.07791
H -1.48553 -1.17851 -3.75979
H -3.02698 -1.23983 -4.62972
H -2.52106 0.54847 -1.24814
H -1.51708 -0.90578 -1.60497
H -3.05850 -1.03751 -0.62730
C 3.97574 -3.48589 -0.57632
O 3.67317 -2.11404 -1.02854
C 2.67017 -1.49051 -0.13282
C 3.39777 -0.97476 1.13477
O 3.62126 -1.98556 2.05297
C 3.74556 -1.58931 3.39549
H 3.05278 -4.03017 -0.37631
H 4.59142 -3.50647 0.32291
H 4.57200 -3.88012 -1.39921
H 1.73233 -2.00341 0.08043
H 2.29263 -0.70094 -0.78254
H 2.71924 -0.29596 1.65142
H 4.34917 -0.46098 0.99712
H 3.54370 -2.49226 3.97172
H 3.08032 -0.81755 3.78271
H 4.79632 -1.44184 3.64500
C -5.57284 -0.49664 6.89401
O -4.96180 -0.85032 5.64208
C -3.55482 -0.56946 5.53041
C -2.99364 -0.06304 4.13527
O -3.26784 -1.13813 3.26259
C -2.88316 -0.95815 1.90468
H -6.63011 -0.59664 6.64848
H -5.38121 0.55003 7.13032
H -5.18755 -1.11484 7.70486
H -3.00382 -1.43586 5.89625
H -3.25132 0.25971 6.16954
H -1.94059 0.20338 4.22576
H -3.45113 0.89575 3.89128
H -3.55483 -0.19574 1.51010
H -3.02639 -1.87011 1.32510
H -1.84831 -0.62748 1.81610
C -1.39042 -2.19663 3.65772
O -0.44761 -1.33288 3.01370
C 0.22203 -1.82906 1.82103
C 0.96571 -3.16479 1.91683
O 1.81963 -3.24299 3.03584
C 2.65438 -4.38265 3.08169
H -2.07104 -2.52822 2.87356
H -1.94851 -1.67368 4.43435
H -0.83909 -3.03501 4.08347
H 0.96406 -1.07791 1.55032
H -0.51381 -1.92740 1.02293
H 1.57469 -3.27507 1.01956
H 0.23434 -3.97152 1.86791
H 3.42070 -4.16258 3.82494
H 3.26135 -4.43233 2.17768
H 2.13317 -5.31087 3.31587
C -1.42303 -0.05475 0.77908
O -1.73355 0.80573 -0.31244
C -0.49553 1.28392 -1.02388
C 0.48541 0.19075 -1.52196
O 1.49610 0.81770 -2.32068
C 2.57508 -0.10991 -2.66500
H -0.86296 -0.98141 0.65370
H -2.34186 -0.23467 1.33718
H -0.90233 0.67808 1.39545
H -0.00503 2.08489 -0.47072
H -0.80457 1.93778 -1.83939
H -0.00615 -0.42713 -2.27343
H 0.80718 -0.57134 -0.81217
H 3.53078 0.41218 -2.71136
H 2.31915 -0.52185 -3.64117
H 2.78986 -0.95562 -2.01174
C 2.70813 2.01067 6.08774
O 2.58032 1.82699 4.69027
C 2.06678 0.57591 4.31193
C 2.21928 0.22974 2.79094
O 1.56936 1.33974 2.08192
C 1.08083 1.11714 0.77476
H 1.73982 1.78475 6.53428
H 3.03882 3.02620 6.30558
H 3.47004 1.26790 6.32414
H 1.01977 0.42990 4.57756
H 2.54373 -0.24603 4.84581
H 1.53894 -0.60640 2.62946
H 3.25784 0.07183 2.50013
H 0.24806 1.81185 0.66536
H 0.83448 0.06578 0.62633
H 1.81556 1.39926 0.02064
C -0.81986 0.62707 2.70766
O -2.15298 1.13261 3.05409
C -2.19425 2.53405 3.46008
C -2.26028 2.63998 4.97121
O -0.92809 2.49164 5.46279
C -0.71356 2.56867 6.82915
H -0.05569 0.84914 3.45254
H -0.47028 1.08017 1.77998
H -0.90482 -0.44955 2.56015
H -3.04618 2.96141 2.93122
H -1.40287 3.11498 2.98644
H -2.83745 1.82227 5.40284
H -2.63651 3.62606 5.24362
H 0.36847 2.52356 6.95273
H -1.18583 1.72399 7.33073
H -1.05878 3.51488 7.24582
C -0.38519 5.52473 2.62029
O -1.00244 5.84967 1.41298
C -1.19551 4.80064 0.42750
C 0.11572 4.22642 -0.14462
O 0.99934 3.73585 0.82607
C 2.27190 3.22689 0.33489
H 0.69079 5.37994 2.52331
H -0.77690 4.65076 3.14071
H -0.53576 6.22539 3.44156
H -1.90924 5.26087 -0.25579
H -1.89196 4.09409 0.87897
H 0.59533 5.05326 -0.66846
H -0.15129 3.35500 -0.74247
H 2.92215 3.13147 1.20445
H 2.76119 3.88797 -0.38042
H 2.13044 2.28761 -0.19975
C 4.55610 -0.64419 -3.87404
O 5.25983 -1.54485 -3.07006
C 5.33812 -2.86512 -3.55045
C 4.10347 -3.67909 -3.35856
O 3.21296 -3.58895 -4.49140
C 1.98465 -4.31635 -4.29971
H 5.30292 -0.19815 -4.53085
H 4.19644 0.09502 -3.15828
H 3.67270 -0.84492 -4.48018
H 6.20630 -3.36163 -3.11706
H 5.51401 -2.94966 -4.62284
H 3.57665 -3.39118 -2.44880
H 4.45657 -4.70483 -3.25231
H 1.47161 -4.12105 -5.24138
H 1.49306 -3.82848 -3.45804
H 2.15941 -5.39224 -4.29460
C -0.92095 -2.03358 -0.62690
O -2.17392 -1.77607 0.03757
C -3.00823 -2.82611 0.41474
C -3.90067 -3.43247 -0.71414
O -3.18494 -3.83192 -1.90502
C -3.49795 -3.11845 -3.04350
H -0.47726 -1.09014 -0.94496
H -1.02868 -2.66036 -1.51214
H -0.25247 -2.59300 0.02751
H -3.67225 -2.41412 1.17464
H -2.52688 -3.57676 1.04158
H -4.80621 -2.85788 -0.90892
H -4.24481 -4.39447 -0.33439
H -4.42335 -2.55665 -2.91649
H -3.64943 -3.86526 -3.82288
H -2.69168 -2.43495 -3.30969
C -3.62925 -3.36385 -5.79552
O -2.77177 -2.84644 -4.64879
C -1.51762 -3.53939 -4.37913
C -0.69567 -2.64704 -3.42988
O -0.04248 -1.51377 -4.10740
C 1.19601 -1.21155 -3.58970
H -3.94711 -4.39191 -5.62190
H -3.13654 -3.42704 -6.76574
H -4.52388 -2.74273 -5.83986
H -1.01528 -3.74837 -5.32364
H -1.61799 -4.54432 -3.96908
H 0.12008 -3.24509 -3.02369
H -1.09842 -2.36062 -2.45836
H 1.06820 -0.95102 -2.53904
H 1.44432 -0.20569 -3.92836
H 1.98885 -1.93865 -3.76526

Forces on atoms 1 to 6 (eV/Å):
-2.288 -0.456 0.344
4.419 -4.506 -7.222
0.245 -7.243 -5.198
3.052 -7.097 -0.217
-1.475 -0.369 -0.178
-3.863 -0.291 0.169



Q: Which of these has the lowest electronic energy?
A: C51H129N3O30